C37H43O3SiTb as an isolated structure at a distorted geometry, computed with ωB97M-V/def2-TZVPD.

Calculated values
Total charge = 0
E_HOMO (spin up / spin down) = -7.68 / -7.79 eV
2S+1 = 7
⟨S²⟩ = 12.6997
F_max = 0.0368 hartree/bohr
Frontier orbital gap (spin up / spin down) = 8.0 / 8.1 eV

XYZ file:
```
85
C37H43O3SiTb, DFT ωB97M-V/def2-TZVPD
O 0.573 0.270 -6.025
C 0.503 1.550 -6.759
C 0.383 0.885 -8.125
H 1.430 2.127 -6.616
H -0.384 2.139 -6.468
C 0.497 -0.425 -7.300
H 1.208 1.105 -8.805
H -0.604 1.055 -8.575
C 1.770 -1.229 -7.499
H 2.666 -0.659 -7.219
H 1.852 -1.571 -8.532
H 1.737 -2.107 -6.844
C -0.748 -1.274 -7.427
H -1.637 -0.691 -7.161
H -0.683 -2.139 -6.763
H -0.830 -1.622 -8.465
Tb 0.060 -0.104 -0.325
C -2.326 -0.762 0.649
C -2.204 0.645 0.832
C -2.313 1.275 -0.437
H -2.097 1.156 1.788
C -2.409 0.241 -1.422
C -2.365 -1.022 -0.753
H -2.431 -2.000 -1.233
H -2.510 -1.486 1.449
H -2.396 2.352 -0.610
H -2.613 0.394 -2.477
C 1.112 -2.093 1.119
C 0.160 -2.623 0.211
C 0.634 -2.403 -1.119
H -0.711 -3.204 0.490
C 1.866 -1.677 -1.025
C 2.173 -1.524 0.360
H 3.097 -1.142 0.779
H 1.084 -2.189 2.206
H 0.222 -2.839 -2.030
H 2.497 -1.378 -1.854
O 1.089 1.023 -2.241
C 0.218 0.420 -3.311
C -0.583 1.609 -3.841
H -0.435 -0.409 -2.950
H 0.908 -0.050 -4.017
C 0.437 2.760 -3.812
H -1.366 1.830 -3.101
H -1.084 1.439 -4.799
C 1.168 2.516 -2.488
H -0.043 3.752 -3.884
H 1.157 2.629 -4.640
H 0.702 3.020 -1.615
H 2.238 2.742 -2.502
O 0.680 0.960 1.399
Si 0.734 1.110 3.005
C 1.018 2.874 3.534
C 1.380 3.146 4.860
C 1.601 4.464 5.274
C 1.467 5.511 4.354
C 1.122 5.233 3.024
C 0.897 3.914 2.613
C -0.810 0.501 3.898
C -1.212 -0.833 3.779
C -2.313 -1.306 4.500
C -3.023 -0.450 5.349
C -2.643 0.891 5.436
C -1.551 1.374 4.709
C 2.173 0.178 3.754
C 2.014 -0.887 4.647
C 3.141 -1.415 5.286
C 4.412 -0.886 5.035
C 4.567 0.155 4.108
C 3.449 0.670 3.443
H 1.499 2.332 5.575
H 1.880 4.659 6.309
H 1.633 6.542 4.679
H 1.031 6.052 2.309
H 0.636 3.693 1.575
H -0.653 -1.517 3.127
H -2.596 -2.353 4.403
H -3.854 -0.834 5.939
H -3.188 1.570 6.083
H -1.256 2.421 4.786
H 1.019 -1.282 4.867
H 3.003 -2.234 5.996
H 5.282 -1.272 5.571
H 5.545 0.584 3.904
H 3.565 1.474 2.709
```



C37H44AsN4O10S3TeV as an isolated structure, computed with ωB97M-V/def2-TZVPD.

Calculated values
Total charge = +1
E_HOMO (spin up / spin down) = -10.96 / -10.97 eV
2S+1 = 2
⟨S²⟩ = 0.7855
F_max = 0.0113 hartree/bohr
Frontier orbital gap (spin up / spin down) = 7.3 / 7.4 eV

XYZ file:
```
101
C37H44AsN4O10S3TeV, DFT ωB97M-V/def2-TZVPD
V 0.395 0.655 -1.794
O -2.756 -1.723 -3.752
As -2.196 -0.224 -3.042
O -1.006 -0.688 -1.919
O -1.634 0.897 -4.061
C -3.766 0.284 -2.049
C -5.004 -0.120 -2.528
C -6.173 0.285 -1.895
C -6.119 1.097 -0.773
C -4.891 1.501 -0.274
C -3.731 1.095 -0.918
S -2.218 1.642 -0.203
O -1.758 0.388 0.598
O -2.418 2.723 0.711
O -1.289 1.902 -1.294
H -2.058 -2.390 -3.725
H -5.056 -0.759 -3.400
H -7.129 -0.035 -2.288
H -7.027 1.420 -0.284
H -4.824 2.134 0.601
C 5.950 -1.821 2.003
C 5.537 -0.639 1.129
C 4.638 -1.017 -0.002
N 3.449 -0.559 -0.158
N 2.830 -0.962 -1.306
C 3.563 -1.781 -2.009
N 3.144 -2.378 -3.157
S 5.113 -2.104 -1.285
H 6.610 -1.492 2.805
H 6.480 -2.581 1.425
H 5.071 -2.286 2.449
H 6.427 -0.148 0.725
H 4.992 0.105 1.712
H 2.327 -1.926 -3.550
H 3.851 -2.629 -3.827
C 3.100 2.413 -0.543
C 2.127 1.678 0.332
O 2.199 1.707 1.553
N 1.056 1.039 -0.293
Te -0.371 0.841 2.044
C -1.778 0.585 3.588
C -1.984 1.711 4.405
C -1.393 3.072 4.117
C -2.768 1.561 5.542
C -3.354 0.348 5.873
C -4.205 0.206 7.102
C -3.162 -0.740 5.024
C -2.382 -0.652 3.884
C -2.223 -1.872 3.010
C 0.699 -0.945 2.408
C 1.436 -0.816 3.592
C 1.467 0.439 4.435
C 2.167 -1.914 4.028
C 2.190 -3.103 3.311
C 2.936 -4.307 3.819
C 1.491 -3.164 2.114
C 0.729 -2.105 1.639
C -0.067 -2.303 0.387
H 3.907 2.807 0.067
H 2.579 3.229 -1.046
H 3.489 1.750 -1.314
H -1.333 3.292 3.054
H -0.395 3.176 4.551
H -2.017 3.844 4.564
H -2.934 2.423 6.179
H -4.188 1.112 7.706
H -3.859 -0.625 7.718
H -5.241 -0.002 6.829
H -3.643 -1.685 5.257
H -3.137 -2.465 3.030
H -1.409 -2.507 3.368
H -2.024 -1.613 1.970
H 1.227 1.358 3.886
H 2.476 0.604 4.810
H 0.784 0.368 5.283
H 2.728 -1.831 4.953
H 3.585 -4.049 4.655
H 3.545 -4.753 3.032
H 2.236 -5.072 4.160
H 1.514 -4.079 1.531
H 0.580 -2.643 -0.423
H -0.573 -1.409 0.051
H -0.829 -3.070 0.550
C -0.978 2.434 -9.252
C -0.304 2.056 -7.963
C 0.101 3.033 -7.056
C 0.697 2.692 -5.855
C 0.882 1.351 -5.563
C 0.495 0.356 -6.444
C -0.099 0.716 -7.640
S 1.716 0.901 -4.091
O 3.120 0.809 -4.320
O 1.312 1.907 -3.039
O 1.083 -0.333 -3.530
H -0.688 3.435 -9.571
H -2.063 2.425 -9.130
H -0.729 1.733 -10.048
H -0.057 4.078 -7.292
H 0.993 3.453 -5.145
H 0.630 -0.687 -6.187
H -0.416 -0.056 -8.331
```



C37H44BFeNO3S as an isolated structure at a distorted geometry, computed with ωB97M-V/def2-TZVPD.

Calculated values
Total charge = 0
E_HOMO (spin up / spin down) = -4.49 / -7.48 eV
2S+1 = 5
⟨S²⟩ = 6.0984
F_max = 0.0899 hartree/bohr
Frontier orbital gap (spin up / spin down) = 5.1 / 6.3 eV

XYZ file:
```
88
C37H44BFeNO3S, DFT ωB97M-V/def2-TZVPD
C 1.421 -2.951 -3.582
C 1.220 -1.659 -2.891
C 0.494 -0.537 -3.299
C 0.875 0.649 -2.620
C 1.863 0.433 -1.656
B -2.069 -2.191 0.054
C 3.008 1.310 -1.493
C 4.218 0.862 -0.918
C 5.099 1.762 -0.355
C 4.854 3.147 -0.488
N 5.398 4.039 0.388
C 5.139 5.455 0.263
C 6.278 3.604 1.448
C 3.893 3.567 -1.445
C 2.906 2.678 -1.839
O -2.480 -2.169 -1.246
C -2.752 -3.563 -1.558
C -4.148 -3.584 -2.173
C -1.720 -3.992 -2.584
C -2.566 -4.329 -0.170
C -3.855 -4.618 0.606
C -1.724 -5.576 -0.183
O -1.826 -3.398 0.649
S 2.289 -1.276 -1.598
H 0.629 -3.100 -4.319
H 2.396 -2.934 -4.083
H 1.448 -3.797 -2.884
H -0.201 -0.569 -4.140
H 0.451 1.632 -2.830
H 4.449 -0.200 -0.837
H 5.941 1.425 0.237
H 5.088 5.741 -0.792
H 4.192 5.760 0.739
H 5.963 6.004 0.733
H 5.736 3.034 2.212
H 7.060 2.966 1.032
H 6.736 4.486 1.900
H 3.868 4.610 -1.770
H 2.026 3.052 -2.378
H -4.420 -4.608 -2.464
H -4.916 -3.186 -1.493
H -4.169 -2.947 -3.076
H -1.916 -5.012 -2.944
H -1.746 -3.315 -3.447
H -0.703 -3.952 -2.168
H -4.503 -5.328 0.074
H -3.574 -5.071 1.569
H -4.433 -3.709 0.847
H -2.195 -6.373 -0.754
H -0.736 -5.369 -0.584
H -1.594 -5.909 0.847
C 3.083 3.784 2.788
O 3.494 2.454 2.407
C 2.515 1.764 1.747
C 2.582 0.347 1.711
C 1.519 -0.344 1.198
C 0.471 0.393 0.582
C -0.716 -0.203 0.163
C -1.959 0.589 0.309
C -3.247 0.548 -0.390
C -4.073 1.662 0.056
C -3.337 2.364 1.094
C -2.091 1.675 1.278
Fe -3.610 0.455 1.536
C -4.635 0.781 3.200
C -3.513 -0.111 3.431
C -3.660 -1.255 2.553
C -4.869 -1.067 1.769
C -5.474 0.188 2.173
C 0.649 1.772 0.276
C 1.508 2.482 1.057
H 3.931 4.204 3.323
H 2.865 4.397 1.899
H 2.184 3.729 3.421
H 3.470 -0.171 2.076
H 1.417 -1.435 1.257
H -0.866 -1.316 0.540
H -3.483 -0.088 -1.236
H -5.041 1.971 -0.338
H -3.619 3.280 1.615
H -1.276 1.978 1.924
H -4.852 1.689 3.753
H -2.739 0.014 4.182
H -3.045 -2.144 2.566
H -5.303 -1.788 1.082
H -6.431 0.569 1.831
H 0.000 2.270 -0.439
H 1.460 3.573 1.067
```